No. 1
The following is a quantum chemistry calculation of a structure of composition C4H7N2, from the OMol25 dataset.

The geometry in XYZ format:
```
13
Properties=species:S:1:pos:R:3
C -0.660 1.497 0.076
C -1.658 0.588 0.019
C -0.674 -1.695 -0.128
C 1.731 0.324 0.033
N 0.359 0.419 0.303
N -0.690 -0.460 0.094
H -0.470 2.479 -0.081
H -2.689 0.523 -0.191
H 0.099 -2.330 -0.070
H -1.583 -2.131 -0.221
H 2.038 0.409 -1.077
H 2.105 1.054 0.679
H 2.092 -0.677 0.566
```

Its HOMO energy is -0.515 hartree. The charge is +1. The total energy is -265.70596 hartree. Its LUMO energy is -5.27 eV. As for the energy above the lowest of the compared OMol25 structures with the same formula, charge and spin: 531.72 kJ/mol.

No. 2
The following is a quantum chemistry calculation of the ion CH4NO4P with charge -2, from the OMol25 dataset.

The geometry in XYZ format:
```
11
Properties=species:S:1:pos:R:3
C -1.314 0.506 -0.402
N -0.264 -0.573 -0.551
O 1.017 0.458 1.504
O 2.426 -0.956 -0.094
O 1.534 1.330 -0.947
O -0.541 -1.570 0.526
P 1.372 0.178 0.043
H -2.151 0.458 -1.233
H -1.615 0.435 0.631
H -0.728 1.418 -0.461
H 0.265 -1.686 0.983
```

As for the SMILES: CN(O)P(=O)([O-])[O-]. Its HOMO energy is 0.024 hartree. The charge is -2. The total energy is -737.56390 hartree. Its LUMO energy is 7.32 eV. As for the energy above the lowest of the compared OMol25 structures with the same formula, charge and spin: 165.44 kJ/mol.

No. 3
The following is a quantum chemistry calculation of a cluster of 8 separate species, C16H19Cl14N2O4 in total, from the OMol25 dataset.

The geometry in XYZ format:
```
55
Properties=species:S:1:pos:R:3
N 1.228 -3.945 -3.261
C 0.152 -3.279 -2.617
C -1.066 -3.900 -2.334
C -2.086 -3.233 -1.680
C -3.407 -3.951 -1.360
O -4.193 -3.397 -0.567
O -3.549 -5.059 -1.925
C -1.958 -1.896 -1.271
C -0.749 -1.277 -1.555
C 0.291 -1.948 -2.226
C 1.433 -1.049 -2.388
O 2.570 -1.294 -2.709
N 1.004 0.291 -2.047
C -0.216 0.100 -1.274
O -0.640 0.929 -0.527
H 2.038 -3.352 -3.123
H 1.412 -4.792 -2.731
H -1.196 -4.936 -2.633
H -2.757 -1.382 -0.776
H 0.653 0.747 -2.888
C 3.728 3.351 -3.422
Cl 3.484 3.519 -5.171
Cl 2.459 2.379 -2.666
H 4.681 2.862 -3.254
H 3.734 4.341 -2.981
C -2.768 -0.758 3.023
Cl -2.040 -0.902 1.428
Cl -3.309 0.904 3.353
H -3.628 -1.417 3.076
H -2.035 -1.035 3.772
C -1.374 3.406 4.960
Cl -2.424 4.822 4.834
Cl -0.422 3.435 6.456
H -1.988 2.514 4.953
H -0.696 3.398 4.114
C -0.132 -7.911 -4.013
Cl -1.139 -6.489 -4.253
Cl 0.918 -7.744 -2.592
H -0.773 -8.773 -3.867
H 0.494 -8.051 -4.886
C 5.462 -3.080 -2.976
Cl 5.764 -2.815 -1.254
Cl 4.294 -4.377 -3.246
H 5.062 -2.167 -3.402
H 6.396 -3.350 -3.454
C -1.810 6.542 7.900
Cl -0.841 7.869 8.565
Cl -2.976 5.933 9.082
H -2.349 6.906 7.034
H -1.147 5.734 7.615
C -0.652 7.599 2.132
Cl -0.396 7.755 3.877
Cl -1.799 6.317 1.732
H -1.039 8.539 1.757
H 0.298 7.371 1.664
```

Its HOMO energy is -0.185 hartree. The charge is -1. The total energy is -7474.32155 hartree. Its LUMO energy is 1.89 eV.

No. 4
The following is a quantum chemistry calculation of a cluster of 2 separate species, C3H3F3N3O2 in total, from the OMol25 dataset.

The geometry in XYZ format:
```
14
Properties=species:S:1:pos:R:3
C 0.337 1.453 0.512
C -0.820 1.432 1.269
C 0.577 -0.998 -2.119
N 0.052 -0.594 1.171
N 0.836 0.184 0.546
N -1.021 0.175 1.714
O -1.887 -0.240 2.385
O 1.455 -0.544 -1.152
F -0.276 -0.186 -2.593
F -0.186 -1.938 -1.560
F 1.409 -1.568 -2.993
H 0.818 2.195 -0.071
H -1.627 2.176 1.497
H 0.333 -1.546 1.393
```

Its HOMO energy (spin up / spin down) is -0.596 / -0.588 hartree. The charge is +1. The total energy is -729.94041 hartree. Its LUMO energy (spin up / spin down) is -7.07 / -8.35 eV. As for the energy above the lowest of the compared OMol25 structures with the same formula, charge and spin: 105.90 kJ/mol.